Below is C5H9N3O3 in the gas phase, with properties calculated with wB97M-V/def2-TZVPD.

```
20
Properties=species:S:1:pos:R:3
C 1.746 1.060 -0.212
N 0.371 0.813 -0.050
C -0.660 1.706 -0.178
C -1.854 1.125 -0.040
N -1.576 -0.236 0.196
C -0.218 -0.396 -0.038
C 0.431 -1.468 1.055
O 0.349 -0.855 2.321
N -0.211 -1.262 -1.564
O -1.314 -1.491 -2.062
O 0.840 -1.461 -2.063
H 2.505 0.524 0.514
H 1.953 0.800 -1.248
H 1.880 2.163 -0.114
H -0.441 2.742 -0.140
H -2.760 1.425 -0.515
H -2.250 -0.838 -0.075
H 1.518 -1.290 0.820
H 0.269 -2.523 1.084
H -0.576 -0.537 2.311
```

The multiplicity is 1. Its structure (SMILES) is CN1C=CN[C@@]1(CO)[N+](=O)[O-]. The HOMO energy is -7.840 eV.

Löwdin atomic charge list, values in e, 4 entries: -0.032 -0.106 -0.071 -0.060



Below is 2 unconnected molecules or ions with the total composition C4H13NO2, with properties calculated with wB97M-V/def2-TZVPD.

```
20
Properties=species:S:1:pos:R:3
N -2.334 -0.013 -0.259
C -1.175 0.848 -0.546
C 0.133 0.665 0.176
C 0.561 -0.839 0.125
C 0.521 -1.526 -1.243
O 1.080 -0.466 -2.071
H -2.859 -0.004 -1.101
H -2.040 -0.985 -0.054
H -1.552 1.879 -0.287
H -0.900 0.878 -1.623
H 0.966 1.384 -0.046
H -0.009 0.933 1.321
H 1.624 -0.905 0.649
H -0.082 -1.347 0.793
H 0.896 -2.560 -1.259
H -0.381 -1.685 -1.648
H 2.067 -0.515 -1.925
O 1.387 1.336 3.276
H 0.403 1.293 3.279
H 1.695 1.631 2.445
```

The multiplicity is 1. Its structure (SMILES) is NCCCCO.O. The HOMO energy is -9.269 eV.

Löwdin atomic charge list, values in e, 4 entries: 0.005 -0.319 -0.218 -0.197



Below is a molecular structure, C15H24NNiO7PSTe4, with properties calculated with wB97M-V/def2-TZVPD.

```
54
Properties=species:S:1:pos:R:3
Ni 0.030 -0.307 2.200
Te 2.183 1.824 5.477
Te 3.088 2.807 7.693
Te 2.828 2.096 3.050
Te 1.018 0.652 3.492
C -2.927 -2.119 -4.130
C -2.431 -1.976 -2.719
C -2.155 -3.088 -1.926
C -1.747 -2.932 -0.616
C -1.625 -1.670 -0.055
C -1.874 -0.563 -0.845
C -2.257 -0.717 -2.168
S -1.248 -1.877 1.712
O -2.105 -2.970 2.100
O 0.186 -2.215 1.715
N -1.602 -0.635 2.558
C -2.649 0.096 2.072
C -2.229 1.483 1.463
O -3.020 2.055 0.742
O -1.043 1.862 1.757
H -3.599 -2.972 -4.215
H -2.096 -2.274 -4.822
H -3.464 -1.221 -4.436
H -2.278 -4.084 -2.331
H -1.561 -3.797 0.013
H -1.785 0.453 -0.482
H -2.439 0.172 -2.755
H -3.381 0.334 2.861
H -3.164 -0.481 1.273
C 1.185 -0.446 -2.648
C 1.105 0.691 -1.650
O 0.615 0.201 -0.429
P 1.108 0.759 1.043
O 2.770 0.402 0.835
C 3.094 -0.845 1.352
C 3.202 -1.931 0.322
O 1.495 2.283 0.658
C 0.869 3.575 0.696
C 1.148 4.303 -0.599
H 1.421 -0.042 -3.630
H 0.222 -0.956 -2.695
H 1.949 -1.166 -2.358
H 0.412 1.466 -1.998
H 2.087 1.151 -1.488
H 2.226 -1.132 2.056
H 4.014 -0.724 1.938
H 2.216 -2.082 -0.120
H 3.525 -2.851 0.799
H 3.910 -1.638 -0.453
H 1.329 4.108 1.542
H -0.202 3.474 0.880
H 2.210 4.262 -0.830
H 0.845 5.338 -0.479
H 0.590 3.865 -1.426
```

The multiplicity is 3. The HOMO energy (alpha / beta) is 0.428 / -0.424 eV. As for the charge: -2.

Löwdin atomic charge list, values in e, 4 entries: -0.464 -0.193 -0.324 0.468



Below is a molecular structure, C24H19AuClIN5O5, with properties calculated with wB97M-V/def2-TZVPD.

```
56
Properties=species:S:1:pos:R:3
Au 0.068 0.252 0.064
O -0.989 -0.544 3.892
C -0.446 -0.302 2.858
N -1.031 0.214 1.702
C -2.407 0.417 1.553
O -3.229 0.372 2.414
C -2.754 0.737 0.133
C -4.059 0.959 -0.242
C -4.332 1.219 -1.576
C -3.287 1.244 -2.492
C -2.003 1.007 -2.050
N -1.759 0.768 -0.757
C 1.017 -0.549 2.655
C 1.817 -0.971 3.693
C 3.155 -1.232 3.435
C 3.641 -1.083 2.142
C 2.784 -0.662 1.148
N 1.504 -0.392 1.420
H -4.821 0.905 0.523
H -5.349 1.391 -1.900
H -3.459 1.437 -3.541
H -1.156 1.000 -2.723
H 1.364 -1.093 4.667
H 3.808 -1.561 4.232
H 4.673 -1.294 1.899
H 3.106 -0.544 0.122
I 3.872 1.950 -4.555
C 2.612 0.906 -3.304
C 2.183 -0.406 -3.436
N 1.384 -0.675 -2.402
N 1.278 0.395 -1.601
C 2.021 1.372 -2.133
H 2.396 -1.143 -4.194
H 0.905 -1.550 -2.096
H 2.100 2.344 -1.672
C -2.649 -4.818 -1.586
C -1.532 -5.696 -2.110
C -1.857 -6.617 -3.111
C -0.909 -7.390 -3.743
Cl -1.383 -8.503 -4.989
C 0.424 -7.255 -3.403
C 0.764 -6.371 -2.398
C -0.193 -5.617 -1.726
O 0.352 -4.851 -0.723
C -0.396 -4.205 0.287
C -0.739 -2.758 -0.038
O -1.776 -2.278 0.432
O 0.130 -2.124 -0.750
H -3.492 -4.864 -2.274
H -2.353 -3.775 -1.500
H -3.014 -5.134 -0.608
H -2.895 -6.719 -3.405
H 1.180 -7.840 -3.910
H 1.796 -6.252 -2.092
H 0.274 -4.147 1.149
H -1.306 -4.725 0.573
```

The multiplicity is 1. The HOMO energy is -9.955 eV. As for the charge: +1.

Löwdin atomic charge list, values in e, 4 entries: 1.400 0.178 -0.413 -0.006



Below is a molecular structure, C15H24CrF4N2O3P, with properties calculated with wB97M-V/def2-TZVPD.

```
50
Properties=species:S:1:pos:R:3
Cr 0.021 -0.217 -0.576
C -3.151 1.525 -0.897
C -3.121 0.041 -1.225
N -2.030 -0.785 -0.624
C -2.089 -2.122 -1.286
C -1.383 -2.142 -2.636
C -2.287 -0.946 0.834
C -1.197 -1.772 1.520
N 0.065 -1.485 0.849
C 1.259 -1.944 1.314
C 2.404 -1.617 0.567
F 2.177 -0.895 -0.593
C 3.685 -1.979 0.904
F 4.697 -1.603 0.119
C 3.919 -2.718 2.045
C 2.817 -3.078 2.800
F 2.993 -3.798 3.905
C 1.527 -2.718 2.458
F 0.520 -3.132 3.247
H -4.047 1.946 -1.351
H -2.296 2.037 -1.326
H -3.199 1.721 0.173
H -3.051 -0.061 -2.306
H -4.072 -0.406 -0.916
H -3.137 -2.415 -1.393
H -1.601 -2.847 -0.639
H -1.787 -1.410 -3.334
H -1.503 -3.125 -3.089
H -0.309 -1.961 -2.510
H -3.266 -1.411 0.992
H -2.309 0.051 1.275
H -1.429 -2.840 1.475
H -1.174 -1.500 2.576
H 4.914 -3.020 2.335
C -0.222 4.895 0.068
O 0.708 3.808 -0.100
P 0.221 2.278 0.035
O 0.202 1.735 -1.559
C 1.238 2.127 -2.499
O 1.657 1.598 0.371
C 2.468 1.931 1.512
H 0.339 5.809 -0.099
H -0.636 4.905 1.077
H -1.039 4.836 -0.652
H 0.798 2.093 -3.491
H 2.082 1.443 -2.437
H 1.571 3.137 -2.281
H 3.506 1.931 1.189
H 2.328 1.180 2.289
H 2.220 2.920 1.893
```

The multiplicity is 5. The HOMO energy (alpha / beta) is -10.418 / -10.818 eV. As for the charge: +1.

Löwdin atomic charge list, values in e, 4 entries: 0.812 -0.074 -0.214 -0.254



Below is C20H20FN5O in the gas phase, with properties calculated with wB97M-V/def2-TZVPD.

```
47
Properties=species:S:1:pos:R:3
C 1.844 -5.774 -1.944
C 1.941 -4.568 -2.827
C 1.478 -3.378 -2.410
C 1.644 -2.187 -3.040
C 1.127 -0.914 -2.366
C -0.062 -0.967 -1.577
C -0.494 0.117 -0.940
C 0.138 1.385 -1.149
N -0.359 2.636 -0.833
C -1.388 3.067 0.058
O -1.677 4.299 -0.025
N -2.009 2.242 1.068
C -3.216 2.706 1.656
C -3.171 2.327 3.142
C -2.093 1.094 3.094
C -1.196 1.044 4.333
N -0.148 1.957 4.080
C 0.978 1.622 4.763
N 2.048 1.536 5.258
C 0.066 2.209 2.606
C -1.126 1.489 1.970
C 1.304 1.514 -1.999
F 1.935 2.666 -2.139
C 1.769 0.380 -2.632
C 2.202 -2.200 -4.336
C 2.613 -3.492 -4.839
N 2.483 -4.680 -4.094
H 0.763 -5.795 -1.579
H 2.010 -6.687 -2.618
H 2.603 -5.884 -1.141
H 1.187 -3.440 -1.361
H -0.430 -1.923 -1.322
H -1.342 0.111 -0.262
H 0.085 3.356 -1.361
H -3.365 3.896 1.573
H -4.012 2.216 1.174
H -2.864 3.253 3.754
H -4.179 2.074 3.492
H -2.555 0.119 3.026
H -0.853 0.025 4.349
H -1.909 1.438 5.239
H 0.103 3.235 2.438
H 1.004 1.799 2.310
H -0.715 0.555 1.498
H 2.531 0.352 -3.384
H 2.371 -1.243 -4.782
H 2.935 -3.590 -5.922
```

The multiplicity is 1. Its structure (SMILES) is Cc1cc(-c2ccc(NC(=O)N3CC[C@@H]4CN(C#N)C[C@@H]43)c(F)c2)ccn1. The HOMO energy is -8.405 eV.

Löwdin atomic charge list, values in e, 4 entries: -0.054 -0.356 -0.059 -0.171



Below is C13H17NO4S in the gas phase, with properties calculated with wB97M-V/def2-TZVPD.

```
36
Properties=species:S:1:pos:R:3
C 3.836 -2.936 2.249
C 3.130 -3.346 0.955
O 1.777 -2.865 0.979
C 1.007 -3.068 -0.081
O 1.364 -3.645 -1.088
C -0.444 -2.564 -0.014
C -0.605 -1.193 -0.678
S 0.400 0.065 0.220
C 0.351 1.340 -0.956
C 1.084 1.269 -2.145
C 1.081 2.338 -3.039
C 0.243 3.467 -2.821
C -0.495 3.526 -1.633
C -0.425 2.479 -0.702
O -1.125 2.639 0.456
C -2.402 2.151 0.487
O -3.059 1.716 -0.459
N -2.908 2.233 1.731
C -4.228 1.716 2.106
H 3.914 -1.838 2.309
H 4.892 -3.303 2.255
H 3.293 -3.347 3.113
H 3.138 -4.420 0.958
H 3.649 -3.004 0.080
H -0.737 -2.529 1.023
H -1.081 -3.295 -0.477
H -1.666 -0.948 -0.687
H -0.279 -1.257 -1.704
H 1.664 0.415 -2.464
H 1.689 2.301 -3.962
H 0.135 4.236 -3.562
H -1.155 4.403 -1.494
H -2.271 2.530 2.449
H -4.376 1.743 3.200
H -4.361 0.670 1.786
H -5.030 2.319 1.612
```

The multiplicity is 1. Its structure (SMILES) is CCOC(=O)CCSc1ccccc1OC(=O)NC. The HOMO energy is -8.685 eV.

Löwdin atomic charge list, values in e, 4 entries: -0.069 -0.214 -0.011 -0.515



Below is a molecular structure, C20H21BBrCl2CrF4N2OSb, with properties calculated with wB97M-V/def2-TZVPD.

```
54
Properties=species:S:1:pos:R:3
Cr 0.390 -0.011 -0.427
Br -4.114 5.968 -0.359
C -2.741 4.665 -0.398
C -1.404 5.073 -0.561
C -0.397 4.152 -0.606
C -0.654 2.756 -0.500
O 0.338 1.939 -0.555
C -2.012 2.364 -0.326
C -2.432 1.006 -0.207
N -1.677 -0.039 -0.324
C -2.226 -1.345 -0.264
C -3.550 -1.673 -0.382
C -3.973 -3.018 -0.282
C -3.075 -4.022 -0.071
C -1.693 -3.723 0.009
C -0.695 -4.710 0.199
C 0.618 -4.351 0.232
C 0.957 -2.994 0.048
N 0.056 -2.059 -0.130
C -1.272 -2.392 -0.119
C -3.035 3.342 -0.271
H -1.178 6.128 -0.642
H 0.635 4.457 -0.714
H -3.493 0.868 0.001
H -4.293 -0.908 -0.559
H -5.027 -3.242 -0.371
H -3.400 -5.050 0.022
H -0.994 -5.744 0.325
H 1.404 -5.074 0.393
H 1.990 -2.669 0.068
H -4.061 3.025 -0.133
Cl -0.597 1.008 -3.484
C -1.149 -0.444 -4.314
Cl -0.406 -1.911 -3.646
H -0.875 -0.372 -5.360
H -2.223 -0.526 -4.188
C 4.701 0.450 -0.806
Sb 2.834 0.047 -1.712
C 2.933 1.561 -3.208
C 3.448 -1.592 -2.941
H 5.436 0.620 -1.591
H 4.992 -0.392 -0.182
H 4.596 1.327 -0.173
H 3.979 1.784 -3.416
H 2.433 2.458 -2.847
H 2.442 1.224 -4.118
H 4.526 -1.554 -3.087
H 2.947 -1.525 -3.906
H 3.186 -2.544 -2.480
F 2.815 1.092 1.317
B 2.357 -0.041 1.985
F 0.922 -0.115 1.801
F 2.891 -1.197 1.353
F 2.647 -0.026 3.325
```

The multiplicity is 5. The HOMO energy (alpha / beta) is -7.759 / -8.070 eV.

Löwdin atomic charge list, values in e, 4 entries: 0.560 0.721 -0.701 -0.108



Let's list relative energy (zero: lowest compared OMol25 entry of this formula, charge and spin) in order: 4.9996; 2.0555; 12.4236; 0.7157; 0.4184; 2.9854; 0.9483; 0.0000 eV.